121
Properties=species:S:1:pos:R:3:mulliken_charge:R:1 method="wB97M-V/def2-TZVPD" total_energy_ha=-3591.35165 homo_ev=-9.38 gap_ev=8.26 smiles="NC(=O)CC[C@@H]1CCNC1=O.O=[N+]([O-])c1ccccc1.O=[N+]([O-])c1ccccc1.O=[N+]([O-])c1ccccc1.O=[N+]([O-])c1ccccc1.O=[N+]([O-])c1ccccc1.O=[N+]([O-])c1ccccc1.O=[N+]([O-])c1ccccc1"
N -1.08 2.19 -2.07 -0.27
C -0.76 1.84 -0.68 0.29
O -1.72 1.84 0.14 -0.57
C 0.69 1.45 -0.14 -0.49
C 1.88 2.29 -0.79 -0.81
C 2.04 2.14 -2.37 0.58
C 2.22 0.71 -3.02 0.46
C 3.19 1.10 -4.27 -0.59
N 4.28 1.83 -3.53 -0.44
C 3.55 2.70 -2.60 -0.07
O 3.98 3.72 -2.02 -0.51
H -1.65 1.47 -2.53 0.22
H -1.50 3.12 -2.13 0.26
H 0.68 1.70 0.97 0.36
H 0.85 0.32 -0.21 0.14
H 2.84 1.93 -0.29 0.21
H 1.77 3.39 -0.47 0.42
H 1.28 2.70 -3.02 0.22
H 2.81 -0.07 -2.42 -0.65
H 1.35 0.23 -3.58 0.35
H 3.59 0.24 -4.88 0.34
H 2.81 1.94 -4.96 0.30
H 4.93 1.19 -3.02 0.31
O 8.99 7.17 0.42 -0.58
N 8.11 7.86 0.91 0.98
O 8.30 8.71 1.76 -0.60
C 6.74 7.66 0.43 0.13
C 6.48 6.68 -0.52 -0.34
C 5.17 6.48 -0.95 -0.38
C 4.14 7.25 -0.43 -0.45
C 4.41 8.24 0.51 -0.36
C 5.71 8.45 0.95 -0.45
H 7.27 6.07 -0.93 0.46
H 4.96 5.71 -1.68 0.42
H 3.12 7.09 -0.76 0.40
H 3.60 8.85 0.91 0.37
H 5.91 9.22 1.69 0.43
O -4.23 -3.01 -3.67 -0.63
N -3.82 -2.01 -3.09 1.05
O -3.29 -1.06 -3.65 -0.63
C -3.97 -1.96 -1.64 0.16
C -4.54 -3.04 -0.96 -0.17
C -4.65 -2.99 0.42 -0.67
C -4.21 -1.87 1.12 -0.50
C -3.66 -0.79 0.44 -0.71
C -3.54 -0.83 -0.94 -0.24
H -4.88 -3.92 -1.49 0.45
H -5.08 -3.83 0.96 0.45
H -4.30 -1.84 2.20 0.56
H -3.32 0.08 0.99 0.48
H -3.10 0.01 -1.46 0.35
O -8.56 -5.33 -3.65 -0.60
N -9.08 -4.94 -4.68 1.01
O -10.25 -5.10 -4.97 -0.60
C -8.24 -4.23 -5.65 0.09
C -6.88 -4.05 -5.37 -0.36
C -6.08 -3.39 -6.30 -0.38
C -6.63 -2.91 -7.48 -0.46
C -7.99 -3.08 -7.74 -0.37
C -8.80 -3.74 -6.82 -0.37
H -6.44 -4.42 -4.46 0.48
H -5.02 -3.26 -6.10 0.42
H -6.00 -2.40 -8.21 0.36
H -8.41 -2.70 -8.67 0.37
H -9.85 -3.87 -7.04 0.42
O -6.44 -2.29 3.40 -0.58
N -7.05 -1.23 3.38 1.09
O -7.77 -0.86 2.47 -0.62
C -6.91 -0.35 4.54 0.09
C -6.07 -0.72 5.59 -0.22
C -5.92 0.14 6.67 -0.56
C -6.60 1.35 6.70 -0.39
C -7.44 1.71 5.66 -0.44
C -7.60 0.86 4.57 -0.38
H -5.54 -1.66 5.57 0.45
H -5.27 -0.13 7.49 0.38
H -6.48 2.02 7.55 0.37
H -7.97 2.66 5.69 0.37
H -8.26 1.15 3.75 0.44
O -7.10 -4.98 7.72 -0.61
N -6.83 -5.25 6.56 1.06
O -5.77 -5.01 6.03 -0.60
C -7.86 -5.91 5.76 0.03
C -9.11 -6.18 6.32 -0.35
C -10.09 -6.79 5.55 -0.41
C -9.83 -7.13 4.22 -0.40
C -8.58 -6.87 3.67 -0.46
C -7.59 -6.26 4.44 -0.23
H -9.33 -5.92 7.35 0.43
H -11.07 -6.99 5.97 0.37
H -10.60 -7.60 3.62 0.37
H -8.37 -7.14 2.64 0.38
H -6.62 -6.06 3.99 0.43
O 3.11 -2.14 -1.93 -0.60
N 3.82 -1.64 -1.08 0.94
O 3.77 -0.47 -0.73 -0.51
C 4.82 -2.50 -0.43 0.11
C 4.94 -3.83 -0.83 -0.36
C 5.90 -4.63 -0.23 -0.49
C 6.73 -4.10 0.76 -0.41
C 6.60 -2.77 1.15 -0.58
C 5.64 -1.96 0.56 -0.15
H 4.30 -4.25 -1.59 0.42
H 6.01 -5.66 -0.53 0.37
H 7.49 -4.73 1.22 0.38
H 7.24 -2.37 1.93 0.38
H 5.55 -0.93 0.87 0.43
O 11.20 2.23 0.99 -0.60
N 12.34 2.36 0.58 0.99
O 13.17 1.46 0.54 -0.60
C 12.75 3.68 0.09 0.04
C 11.85 4.74 0.15 -0.33
C 12.26 6.00 -0.29 -0.32
C 13.54 6.18 -0.78 -0.47
C 14.43 5.11 -0.85 -0.38
C 14.04 3.86 -0.41 -0.41
H 10.85 4.61 0.53 0.49
H 11.56 6.83 -0.25 0.42
H 13.85 7.17 -1.12 0.38
H 15.43 5.27 -1.23 0.37
H 14.74 3.03 -0.46 0.43